166
Properties=species:S:1:pos:R:3:forces:R:3 method="wB97M-V/def2-TZVPD" charge=+1 gap_ev=6.43
C 3.668845 4.753591 -0.219029 -0.4 -0.7 0.5
C 2.598149 3.605003 0.024242 -0.6 2.4 0.8
C 1.392468 4.292265 0.796626 0.0 -1.8 -0.6
O 0.556075 4.871064 -0.258392 -0.8 0.8 1.1
C 0.042818 6.103113 0.117524 0.5 0.1 -0.4
O 0.732739 7.074391 0.066669 -0.5 0.1 0.2
C -1.420890 6.153078 0.644756 -0.5 -0.7 1.0
S -2.655045 6.004623 -0.730159 -0.1 -0.5 -0.2
C -4.251899 6.143136 0.165850 1.2 2.0 1.9
C -4.422822 5.441320 1.581726 0.3 0.5 -2.8
S -6.023745 6.301663 1.965885 -0.8 -1.5 -1.3
C -6.542276 6.017370 0.242281 1.3 0.2 1.0
N -5.515137 5.934021 -0.565109 -1.8 -0.5 0.7
C -5.767889 5.661044 -2.007229 0.1 -0.6 -1.0
C -6.463987 4.267379 -2.229506 0.5 -0.6 0.1
C -5.978318 3.131094 -1.247795 -0.9 -0.8 -0.3
C -7.066065 2.705665 -0.172877 0.9 -0.1 0.5
C -6.351186 1.985901 1.031760 -0.5 -0.5 0.2
C -5.632410 0.648014 0.644015 0.1 0.0 0.1
C -4.664870 0.110440 1.767954 -0.9 -1.0 -1.3
S -3.128600 1.103465 1.974499 0.1 0.4 -0.4
C -2.414866 1.224820 0.332782 -0.1 -1.4 -1.2
N -2.117156 0.237937 -0.517102 -0.7 1.4 2.2
N -1.561402 0.790200 -1.625629 -0.1 3.2 0.3
C -1.550681 2.116624 -1.412133 0.1 -2.2 -0.9
O -2.089543 2.464866 -0.207230 0.2 -1.2 -0.3
O 3.057062 2.558842 0.894874 0.4 0.0 -2.1
C 3.830475 1.608176 0.260930 0.7 -1.2 0.5
O 4.237119 0.702183 0.935121 -0.2 0.3 -0.1
C 4.186922 1.593792 -1.254352 -0.2 0.7 -0.8
S 2.721072 0.859077 -2.149239 -0.3 0.0 0.0
H 4.721004 4.374421 -0.236548 -0.9 0.2 -0.3
H 3.378824 5.258366 -1.171544 0.5 -0.1 0.9
H 3.616468 5.446427 0.662985 0.1 -0.4 -1.0
H 2.160283 3.262207 -0.943831 0.5 -0.2 0.8
H 0.758996 3.496730 1.278309 0.7 0.7 -0.2
H 1.729586 5.041817 1.547992 -0.2 -0.4 -0.7
H -1.593607 7.081018 1.251975 0.4 -0.7 -0.9
H -1.549967 5.272924 1.334797 0.1 0.7 -0.7
H -4.342365 7.234932 0.464710 0.3 -0.8 -0.5
H -4.490205 4.360666 1.306769 -0.2 0.6 1.2
H -3.574374 5.705895 2.250455 -1.0 -0.2 -0.3
H -7.587414 5.913344 -0.139394 1.0 0.3 0.5
H -4.774389 5.669145 -2.523867 -0.9 0.2 0.5
H -6.448877 6.445781 -2.421717 0.9 -0.3 0.4
H -7.581550 4.323090 -2.182759 0.9 0.2 0.0
H -6.210879 3.940364 -3.270849 -0.3 0.5 0.8
H -5.819529 2.214707 -1.880120 0.1 0.9 0.6
H -4.999149 3.341824 -0.743354 -0.7 0.0 -0.5
H -7.830160 2.004982 -0.606365 0.7 0.7 0.2
H -7.644016 3.572443 0.243362 0.5 -0.5 -0.4
H -5.614353 2.645621 1.555549 -0.6 -0.3 -0.5
H -7.143666 1.738337 1.795266 0.8 0.2 -0.6
H -5.033719 0.721629 -0.302641 -0.5 0.1 0.8
H -6.424143 -0.120413 0.448928 0.7 0.5 0.2
H -4.363979 -0.933830 1.483482 -0.2 1.0 0.3
H -5.219447 0.019610 2.741887 0.9 0.5 -0.7
H -1.161474 2.848308 -2.150211 -0.4 -0.4 1.1
H 4.315882 2.612204 -1.687344 0.0 -0.8 0.4
H 5.124065 1.017598 -1.449172 -1.0 0.4 0.6
H 3.147933 -0.092649 -3.034770 0.6 0.6 0.7
C 3.617873 -2.537247 1.499269 -0.1 -0.3 0.1
C 4.831890 -2.106213 2.297432 -0.1 0.2 -0.5
O 4.784866 -2.617362 3.639680 0.2 -0.2 0.2
C 5.059550 -3.916443 3.773465 -0.3 0.3 0.1
O 5.341885 -4.678764 2.883233 0.0 0.0 0.1
O 4.938865 -4.233265 5.068780 0.1 0.0 -0.2
C 5.102145 -5.625038 5.338363 0.1 -0.3 0.2
H 2.699182 -2.249013 2.015125 0.1 0.2 -0.1
H 3.628502 -2.081682 0.508345 0.0 0.1 0.1
H 3.587245 -3.621026 1.376743 0.1 0.0 0.0
H 4.841218 -1.021268 2.378143 0.0 -0.1 0.3
H 5.763567 -2.401653 1.809666 -0.1 -0.2 0.1
H 6.047937 -5.996610 4.943622 -0.1 0.0 -0.1
H 4.265450 -6.187429 4.921233 0.1 0.0 -0.1
H 5.104232 -5.754253 6.419173 0.0 0.3 0.0
C -10.139872 4.265264 4.607910 -0.2 -0.1 0.1
C -9.675294 4.337101 3.167030 0.1 0.4 0.4
O -10.114359 3.200459 2.413906 0.1 0.0 -0.3
C -11.411531 3.189686 2.072773 0.0 -0.2 0.2
O -12.220769 4.038459 2.335102 0.2 0.0 -0.1
O -11.646478 2.052790 1.410254 0.1 0.2 0.1
C -13.022978 1.855890 1.075901 -0.4 -0.2 -0.2
H -9.823415 3.325551 5.064878 0.1 0.1 0.0
H -9.734083 5.097188 5.185442 0.0 0.0 0.0
H -11.227229 4.301612 4.675933 0.1 0.1 -0.1
H -8.583529 4.322149 3.138879 0.0 -0.3 -0.2
H -9.998730 5.262685 2.683269 -0.2 -0.1 0.0
H -13.422148 2.707522 0.525234 0.0 0.0 0.2
H -13.604944 1.677191 1.980373 0.0 0.2 0.0
H -13.086245 0.973691 0.441602 0.2 0.0 0.1
C 8.152296 -7.048941 1.023596 0.3 -0.1 -0.2
C 8.165443 -5.597655 1.460012 -0.5 -0.4 -0.1
O 9.473672 -5.191806 1.893921 0.2 0.2 -0.1
C 10.369599 -4.989119 0.924141 -0.1 -0.2 0.3
O 10.177636 -5.108234 -0.258765 0.1 0.1 0.1
O 11.531994 -4.653498 1.500720 -0.2 0.0 -0.1
C 12.610630 -4.511461 0.578265 0.4 0.1 -0.1
H 8.536512 -7.691645 1.818862 -0.1 0.1 0.1
H 7.139287 -7.364059 0.768396 0.0 0.0 0.1
H 8.788254 -7.208738 0.152017 -0.1 0.1 0.0
H 7.501911 -5.474712 2.314204 0.3 0.2 0.1
H 7.802567 -4.934521 0.671909 0.2 0.0 0.0
H 12.362666 -3.806372 -0.215271 -0.1 -0.2 0.0
H 12.874153 -5.483143 0.158518 -0.1 0.1 -0.1
H 13.467298 -4.125827 1.128428 -0.2 0.0 0.2
C 7.454541 -0.644191 -7.974557 -0.1 0.3 -0.1
C 6.710112 -1.411413 -6.899882 0.4 -0.3 -0.4
O 5.925794 -0.535401 -6.075895 -0.3 0.0 0.2
C 4.802883 -0.069728 -6.630234 0.4 0.0 0.0
O 4.397344 -0.319497 -7.734458 -0.1 0.0 0.2
O 4.217446 0.751862 -5.745232 0.0 -0.1 0.0
C 3.056350 1.407427 -6.254667 -0.3 0.2 0.0
H 8.060024 0.147879 -7.528992 0.1 -0.1 0.0
H 8.103209 -1.311394 -8.543522 0.0 0.0 0.1
H 6.764883 -0.164517 -8.669887 0.0 -0.1 0.0
H 7.428935 -1.895913 -6.238671 -0.2 0.2 0.2
H 6.081946 -2.196998 -7.324674 -0.1 0.2 0.0
H 2.333932 0.689600 -6.643716 0.2 0.0 -0.1
H 3.340858 2.122314 -7.027809 -0.1 -0.1 -0.1
H 2.592248 1.950513 -5.432412 0.2 -0.1 0.1
C -10.615569 0.289659 -1.238607 0.1 0.2 -0.3
C -10.861566 -1.205907 -1.213456 0.3 0.2 0.4
O -11.600758 -1.634422 -2.361935 0.0 -0.2 -0.1
C -10.909692 -1.686024 -3.507308 -0.3 0.1 0.0
O -9.744296 -1.412831 -3.645598 -0.1 -0.1 0.0
O -11.747086 -2.068545 -4.475482 0.2 0.0 0.2
C -11.163291 -2.063215 -5.778661 0.1 -0.1 -0.5
H -11.557569 0.831493 -1.342944 0.0 0.0 0.1
H -10.118080 0.614325 -0.323013 -0.1 0.0 0.0
H -9.990397 0.574604 -2.086643 0.0 -0.1 0.0
H -11.468221 -1.457622 -0.342718 -0.2 -0.1 -0.2
H -9.928892 -1.767938 -1.129704 0.0 0.0 -0.2
H -10.252933 -2.661740 -5.806830 0.0 0.1 0.1
H -10.958374 -1.038778 -6.092157 0.1 -0.1 0.1
H -11.885566 -2.499804 -6.465760 -0.1 0.0 0.2
C 2.497178 -8.049679 0.529556 0.0 -0.1 -0.3
C 3.092048 -8.958006 1.587507 0.0 0.5 0.0
O 3.019871 -10.336428 1.198760 0.1 -0.2 0.0
C 3.896831 -10.720202 0.264147 -0.3 0.0 0.0
O 4.724097 -10.021571 -0.261267 0.0 -0.1 0.1
O 3.673416 -12.012058 -0.004900 0.1 0.2 0.1
C 4.474158 -12.524181 -1.069485 0.2 -0.3 -0.3
H 1.474989 -8.354460 0.294838 0.0 0.1 0.2
H 2.490965 -7.013564 0.871784 0.0 0.0 0.1
H 3.065160 -8.098275 -0.400052 0.1 0.0 0.1
H 2.514656 -8.866224 2.508161 0.0 -0.3 -0.1
H 4.122318 -8.683030 1.823704 0.0 -0.1 -0.2
H 5.534589 -12.352534 -0.884982 -0.1 0.1 0.0
H 4.171904 -12.072565 -2.015226 0.1 0.1 0.1
H 4.302083 -13.597600 -1.125297 -0.2 0.1 0.2
C 6.005827 1.629371 3.515869 0.2 -0.1 0.0
C 6.017710 3.082058 3.947468 -0.4 -0.4 -0.2
O 7.321021 3.492953 4.380016 0.1 0.3 -0.1
C 8.214920 3.694631 3.406514 0.0 -0.2 0.3
O 8.018430 3.569937 2.223987 0.0 0.1 0.1
O 9.375508 4.035354 3.977686 -0.2 0.0 -0.1
C 10.452854 4.177351 3.052299 0.4 0.1 -0.2
H 6.390157 0.989712 4.313481 -0.1 0.1 0.1
H 4.994244 1.312725 3.260982 0.0 0.0 0.0
H 6.642273 1.467574 2.645247 -0.1 0.1 0.0
H 5.353277 3.209174 4.803011 0.3 0.1 0.1
H 5.654883 3.742589 3.156022 0.2 0.0 0.0
H 10.201379 4.878719 2.256675 -0.1 -0.1 0.0
H 10.718578 3.204910 2.635963 -0.1 0.1 -0.1
H 11.308999 4.567620 3.599555 -0.2 0.0 0.2

=====

158
Properties=species:S:1:pos:R:3:forces:R:3 method="wB97M-V/def2-TZVPD" charge=+2 gap_ev=1.06
C -4.107127 1.558953 -7.320359 0.7 -1.4 0.6
C -3.635087 0.319223 -8.242659 0.1 1.0 0.4
C -2.499587 0.842083 -9.104829 0.9 -0.3 -1.6
C -1.576157 -0.179787 -9.916689 0.5 0.7 3.2
C -0.905287 -1.104127 -8.827469 -1.6 1.0 -0.9
C -2.063497 -1.825127 -8.081409 0.6 -0.5 0.6
N -3.058567 -0.829607 -7.461889 -4.4 -1.4 4.8
O -3.717527 -1.164437 -6.269219 4.1 1.9 -6.8
C -1.452657 -2.495877 -6.874539 0.3 -0.2 1.0
C -2.738367 -2.841477 -9.020069 -1.0 -0.5 -0.4
C -4.744157 -0.258657 -9.152189 -0.2 -0.6 0.4
H -3.314677 1.910403 -6.659599 0.9 0.0 -0.7
H -4.756817 1.331563 -6.475199 -1.0 -0.5 -0.8
H -4.427707 2.405913 -7.926979 -0.2 -0.4 -0.1
H -1.883057 1.469713 -8.461349 0.4 -0.2 -0.1
H -2.885867 1.515703 -9.869759 -0.5 0.1 0.2
H -0.815497 0.491623 -10.315059 0.0 -0.4 -0.6
H -2.043917 -0.845637 -10.641919 -0.1 0.7 -0.2
H -0.311057 -0.577137 -8.080969 0.0 0.3 -0.2
H -0.257007 -1.805987 -9.352079 -0.2 -0.4 0.4
H -1.210397 -1.724097 -6.143939 0.4 0.1 -0.1
H -0.526257 -2.981977 -7.180449 -0.1 -0.1 0.0
H -2.072947 -3.179687 -6.295099 -0.2 -0.2 -0.5
H -3.791427 -3.028257 -8.809659 0.1 0.0 0.5
H -2.230317 -3.804427 -8.967869 0.2 0.1 0.4
H -2.763147 -2.626317 -10.088339 0.4 0.6 0.1
H -5.218747 0.528353 -9.738259 0.0 0.1 0.4
H -5.459027 -0.809577 -8.540999 -0.3 0.3 0.0
H -4.374757 -0.985457 -9.875659 0.3 0.2 0.1
C 4.717753 -1.603087 0.181481 -0.4 0.7 -0.3
C 5.520403 -2.460807 -0.760609 0.2 1.2 -1.7
C 4.947473 -2.280847 -2.205369 0.2 0.5 -0.2
C 5.835733 -2.661217 -3.400909 -1.3 -0.1 1.0
C 7.142943 -1.936197 -3.298049 0.5 0.3 0.0
C 7.932253 -2.219067 -1.984329 0.2 -1.3 -0.4
N 6.985183 -1.962027 -0.786839 3.6 -2.5 6.1
O 7.620523 -1.937417 0.459301 -3.9 0.4 -7.1
C 9.140243 -1.352487 -1.796759 0.5 0.5 0.4
C 8.404883 -3.761747 -1.886569 -0.4 0.6 0.0
C 5.451703 -3.906147 -0.324739 0.5 -1.1 -0.1
H 3.728953 -2.051377 0.084501 -0.1 -0.1 1.1
H 4.514603 -0.592897 -0.173959 0.5 0.1 -0.4
H 5.175823 -1.480127 1.162881 -0.5 -0.6 0.1
H 4.720833 -1.225957 -2.360069 0.1 0.2 0.3
H 3.972253 -2.756737 -2.308189 0.1 -0.3 0.4
H 5.259013 -2.336517 -4.266969 0.3 0.0 -0.2
H 5.896553 -3.746347 -3.483999 0.4 -0.1 0.0
H 7.001893 -0.857137 -3.360009 -0.4 0.2 0.2
H 7.678743 -2.120687 -4.229169 0.8 -0.4 0.5
H 8.833553 -0.306527 -1.800779 0.3 0.1 -0.1
H 9.913823 -1.535497 -2.542539 -0.4 0.0 -0.3
H 9.628763 -1.571047 -0.847189 -0.2 0.1 0.0
H 9.358713 -3.973267 -2.369879 -0.1 0.8 -0.6
H 7.659253 -4.387337 -2.377249 0.1 -0.1 0.4
H 8.650893 -4.064797 -0.868859 -0.7 0.1 0.2
H 5.686843 -4.006817 0.734821 -0.2 -0.1 -0.1
H 6.052283 -4.619097 -0.889649 0.6 0.4 0.0
H 4.474043 -4.308047 -0.590739 -0.4 0.5 0.6
C -1.696277 -5.858447 1.067031 -0.6 -0.2 1.3
C -2.088047 -7.198947 1.863491 0.3 1.8 0.0
C -2.344327 -8.251277 0.823351 0.0 -0.9 -0.7
C -2.367367 -9.698327 1.347921 -1.2 1.9 -0.6
C -1.082087 -10.043757 2.002741 0.3 -0.1 -0.3
C -0.567867 -9.097747 3.173721 -0.7 -0.8 -2.2
N -0.923987 -7.633717 2.776961 3.6 4.2 4.4
O -0.125357 -6.678907 3.503081 -5.3 -5.2 -4.7
C 0.976233 -9.122557 3.074701 -0.6 -0.4 2.4
C -1.241437 -9.549707 4.498461 0.5 0.1 0.4
C -3.365007 -7.017177 2.790371 1.4 -0.2 0.6
H -0.914307 -5.975707 0.316791 0.2 -0.4 0.4
H -1.475857 -5.038077 1.750051 0.4 -0.2 0.1
H -2.545487 -5.471987 0.503471 -0.4 -0.5 0.1
H -1.623137 -8.116217 0.017281 0.4 -0.3 0.1
H -3.272037 -7.982617 0.318091 -0.3 0.0 0.3
H -2.606197 -10.369017 0.522561 0.2 -0.1 0.0
H -3.205587 -9.768697 2.041131 -0.1 -0.2 0.2
H -0.306247 -10.072567 1.237661 0.1 0.1 0.0
H -1.279387 -11.090687 2.233231 0.9 0.0 1.1
H 1.363543 -8.663557 2.165081 -0.1 -0.1 0.3
H 1.342233 -10.132987 3.256871 -0.3 -0.3 -0.8
H 1.312093 -8.676487 4.010811 0.5 0.8 -0.4
H -0.725487 -9.200417 5.392831 0.1 0.4 -0.2
H -1.213417 -10.636697 4.574391 0.3 -0.1 -0.4
H -2.301567 -9.329767 4.624381 0.1 0.4 -0.4
H -3.153337 -6.325287 3.605601 -0.1 0.6 -0.4
H -3.567597 -7.920307 3.366061 -0.1 -0.3 -0.5
H -4.241117 -6.746247 2.201181 0.3 0.1 0.0
C 2.729823 5.720223 4.820571 -0.6 1.9 0.6
C 3.570233 5.815653 6.104291 0.4 -1.7 -2.1
C 4.393893 4.554893 6.074601 3.1 -0.4 0.2
C 5.446603 4.510913 7.183641 0.1 0.3 1.1
C 6.434993 5.722503 7.009561 -1.6 -0.5 -0.9
C 5.762853 7.161073 6.924201 2.1 -1.5 -0.2
N 4.476253 7.044643 6.087661 -3.2 6.6 0.5
O 3.883203 8.232783 5.781311 3.5 -7.0 1.3
C 6.848963 8.151623 6.261181 -2.8 0.4 0.1
C 5.432553 7.530683 8.406051 -0.1 0.4 0.0
C 2.691863 5.816113 7.317181 -0.7 2.0 0.8
H 2.120863 6.623583 4.785971 -0.4 -0.1 -0.1
H 2.080573 4.857913 4.972301 0.1 0.0 -0.5
H 3.281703 5.753093 3.881181 0.2 -0.6 0.2
H 5.069303 4.544003 5.219141 -0.4 0.3 -0.8
H 3.837433 3.628733 5.930841 -0.5 0.4 0.5
H 6.034933 3.593343 7.183451 0.1 0.0 -0.6
H 4.992083 4.425513 8.170661 -0.1 0.5 0.2
H 6.864943 5.502143 6.032481 0.5 0.3 0.0
H 7.216293 5.735183 7.769501 -0.1 0.1 -0.1
H 6.969773 8.016773 5.186331 0.3 -0.7 0.1
H 7.792533 8.222163 6.802291 -0.3 -0.4 0.1
H 6.337883 9.114003 6.287961 0.4 0.4 0.3
H 5.444703 6.635583 9.027921 -0.3 0.0 -0.1
H 4.521763 8.098723 8.595501 -0.1 -0.1 -0.4
H 6.229363 8.161203 8.800561 0.2 0.0 -0.3
H 2.168973 6.771953 7.285201 -0.4 0.1 0.1
H 3.225513 5.841363 8.267281 0.0 -0.5 -0.1
H 1.913023 5.054113 7.287761 0.4 -0.2 -0.1
C -6.545847 6.575793 -1.546279 0.0 0.1 -0.4
C -6.727517 5.667983 -0.318809 -0.4 -0.1 0.0
C -6.691737 4.141103 -0.645939 0.4 0.3 1.1
N -6.892347 3.141073 0.528071 -0.1 -0.6 1.1
C -5.903027 3.473813 1.678151 -2.0 1.3 -0.8
C -6.752207 1.688973 0.049881 1.1 -0.1 0.1
C -7.772417 0.851683 0.819441 0.2 -0.3 -0.6
C -8.946007 1.796613 0.711391 -0.7 -0.5 1.7
C -8.341967 3.150063 1.079291 -0.5 0.8 -1.6
H -6.615197 7.614573 -1.223429 0.2 0.0 0.2
H -7.306777 6.500603 -2.323079 -0.3 -0.4 0.2
H -5.595517 6.461023 -2.067639 0.1 -0.1 0.3
H -7.623837 6.021453 0.190851 -0.4 -0.5 0.0
H -5.933307 5.934773 0.378441 0.2 -0.3 -0.1
H -5.654577 3.989053 -0.944709 -0.2 -0.5 -0.5
H -7.416767 3.791933 -1.381139 0.2 0.4 -0.2
H -6.264637 4.483903 1.870661 0.9 0.4 0.1
H -4.872397 3.452813 1.323971 -0.2 -0.2 0.3
H -6.170617 3.013013 2.629021 0.4 -1.0 -0.5
H -5.697177 1.421783 0.110021 -0.1 -0.1 0.3
H -6.998127 1.649183 -1.011269 -0.2 0.2 0.0
H -7.539567 0.519703 1.831211 0.4 0.7 0.1
H -7.978247 -0.091537 0.313411 0.1 0.1 -0.3
H -9.703817 1.570173 1.461431 -0.1 0.0 0.1
H -9.474807 1.630343 -0.227139 0.4 0.8 -0.3
H -8.393017 3.385503 2.142331 0.5 -0.4 0.0
H -8.872307 3.959223 0.577201 0.1 0.1 0.0
O -3.141347 0.677113 6.661711 0.2 0.9 1.1
C -2.255147 -0.207417 6.205841 -0.2 -0.7 -4.4
O -2.301027 -1.328277 6.697311 0.3 -2.3 2.7
O -1.728187 -0.023627 5.129591 2.2 1.6 -2.3
H -3.232837 -0.036437 7.297391 -2.5 0.4 2.7
O -0.725297 1.095253 -1.361909 -1.2 -0.9 0.0
C -0.340417 2.113263 -2.116719 4.1 2.9 -0.7
O 0.063193 2.049863 -3.260879 -1.1 -2.0 -3.2
O 0.006653 3.163233 -1.496949 -1.6 0.3 1.6
H -0.626397 1.699073 -0.622169 -0.4 -0.5 2.2
O -1.146807 9.534963 -0.238049 -2.7 -0.9 0.8
C 0.063303 9.974733 -0.225359 3.2 2.9 -1.0
O 0.330653 11.099863 0.192341 0.2 0.5 0.7
O 0.877653 9.213963 -0.825569 0.8 -0.3 0.4
H -0.759967 8.722693 -0.572949 -1.5 -2.2 -0.8

=====

HOMO / eV: -11.015, -8.663
Largest force on an atom / eV/A: 3.27, 8.80
E / eV: -151171.201, -84275.532